Computed, not measured: a structure of composition C8H13LuN in a non-equilibrium geometry, with ωB97M-V with the def2-TZVPD basis set.

As for the total charge: -1. As for the multiplicity: 1. For the orbital gap, the calculation gives 6.993 eV. Its LUMO energy is 3.9 eV.

Geometry as XYZ:
```
23
C8H13LuN | OMol25 | ωB97M-V with the def2-TZVPD basis set
C -0.49 -1.95 -0.90
C -1.68 -1.45 -0.28
C -1.51 -1.53 1.14
C -0.23 -2.12 1.40
C 0.42 -2.35 0.14
Lu 0.19 0.06 0.27
N 1.06 0.80 -1.53
C 0.19 1.95 -1.67
C -0.98 1.89 -0.70
H -2.26 -1.26 1.89
H -2.58 -1.10 -0.80
H 0.17 -2.37 2.39
H 1.39 -2.82 -0.01
H -0.32 -2.04 -1.97
H -1.90 1.60 -1.22
H -0.18 2.01 -2.73
H 1.78 0.75 -2.25
H -1.10 2.81 -0.13
H 0.73 2.91 -1.48
C 1.63 0.93 1.91
H 2.26 0.16 2.38
H 1.12 1.48 2.73
H 2.30 1.64 1.41
```

Results of the Löwdin charge analysis, in e, for atoms 1 through 2: atom 1 (C): -0.24, atom 2 (C): -0.23